The following is a DFT calculation (ωB97M-V with the def2-TZVPD basis set) of the molecule C18H18N2O7S.

XYZ file:
```
46
Properties=species:S:1:pos:R:3:mulliken_charge:R:1
C -6.319 -1.651 0.295 -1.2733
N -5.310 -0.635 -0.253 -0.1082
C -5.789 -0.052 -1.509 -1.0099
S -5.075 0.754 0.778 1.2099
O -5.211 0.124 2.118 -0.7667
O -6.066 1.595 0.332 -0.7076
C -3.600 1.027 0.454 0.3180
C -3.268 2.643 0.267 -1.1083
C -1.849 2.728 -0.022 -0.6610
C -0.987 1.804 -0.215 -0.4999
C -1.308 0.457 -0.093 0.6533
N -0.292 -0.538 -0.226 0.0519
C -0.467 -1.906 -0.019 0.5026
O -1.389 -2.666 -0.033 -0.5483
C 0.914 -2.639 -0.215 -0.5774
O 1.989 -1.690 -0.561 -0.2689
C 2.938 -1.664 0.573 0.6561
O 3.076 -2.435 1.381 -0.4351
C 4.043 -0.706 0.315 -0.0686
C 4.035 0.268 -1.197 -0.7106
C 5.114 1.059 -1.214 -0.5046
C 6.095 0.901 -0.324 0.7123
C 6.197 0.388 0.750 0.4517
C 5.107 -0.738 1.148 -0.7964
O 7.314 0.602 1.430 -0.3970
C 7.920 1.512 0.662 -0.3709
O 7.204 1.941 -0.315 -0.3739
C -2.701 -0.024 0.468 -0.9299
H -6.185 -2.729 -0.270 0.2244
H -6.315 -1.704 1.208 0.6111
H -7.262 -1.454 0.016 0.4426
H -4.845 0.501 -1.671 0.4156
H -6.808 0.330 -1.504 0.3166
H -5.646 -1.067 -2.252 0.3256
H -4.086 3.288 0.231 0.5358
H -1.578 3.625 -0.245 0.5231
H 0.117 2.126 -0.284 0.2442
H 0.656 -0.138 0.050 0.0854
H 1.002 -3.138 -1.232 0.2809
H 1.095 -3.154 0.713 0.3499
H 3.229 0.028 -1.805 0.6461
H 5.027 1.902 -2.015 0.2954
H 5.263 -1.410 1.950 0.5249
H 8.043 2.280 1.431 0.2470
H 8.912 1.135 0.457 0.2903
H -2.934 -0.877 0.444 1.2017
```

As for the charge: 0. As for the energy above the lowest of the compared OMol25 structures with the same formula, charge and spin: 348.7 kcal per mole. The value obtained for the calculated total energy is -1730.55859 a.u. Its molar mass is 406.42 g mol⁻¹. The value obtained for the LUMO energy is -0.57 eV. The HOMO-LUMO gap is 8.098 eV.


The following is a DFT calculation (ωB97M-V with the def2-TZVPD basis set) of a structure of composition C4H6O2.

XYZ file:
```
12
Properties=species:S:1:pos:R:3:mulliken_charge:R:1
O 0.387 0.629 2.478 -0.5826
C -0.225 -0.193 1.822 0.0783
C -0.523 -0.267 0.425 -0.4622
C 0.168 0.594 -0.605 0.1596
C 0.889 0.003 -1.761 -0.3768
O -0.390 0.582 -1.913 -0.4071
H -0.947 -0.968 2.327 0.2174
H -1.569 -0.206 1.457 0.1629
H -0.982 -1.175 0.045 0.3711
H 0.519 1.565 -0.259 0.3681
H 1.710 0.557 -2.227 0.2476
H 0.940 -1.079 -1.884 0.2236
```

As for the charge: 0. As for the energy above the lowest of the compared OMol25 structures with the same formula, charge and spin: 113.0 kcal per mole. The value obtained for the calculated total energy is -306.32619 a.u. Its molar mass is 86.09 g mol⁻¹. The value obtained for the LUMO energy is 0.59 eV. The HOMO-LUMO gap is 10.409 eV.


The following is a DFT calculation (ωB97M-V with the def2-TZVPD basis set) of the ion C2H6N3OS with charge +1.

XYZ file:
```
13
Properties=species:S:1:pos:R:3:mulliken_charge:R:1
C -0.264 0.298 -0.856 0.0000
C -0.998 1.328 0.168 -0.2155
N -1.084 -0.721 -0.032 -0.3758
N 1.046 -0.046 -0.901 -0.4868
N -1.470 0.258 0.790 0.0682
O 1.158 -1.429 1.288 -0.5298
S 1.891 -0.337 0.728 0.4302
H -0.830 0.375 -1.943 0.3898
H -1.163 2.304 0.480 0.4547
H -0.538 -1.500 0.362 0.3942
H 1.735 0.478 -1.369 0.3279
H 2.812 -1.037 -0.122 0.2245
H -2.295 0.028 1.408 0.3184
```

As for the charge: +1. As for the energy above the lowest of the compared OMol25 structures with the same formula, charge and spin: 136.2 kcal per mole. The value obtained for the calculated total energy is -717.06443 a.u. Its molar mass is 120.16 g mol⁻¹. The value obtained for the LUMO energy is -5.11 eV. The HOMO-LUMO gap is 9.046 eV.


The following is a DFT calculation (ωB97M-V with the def2-TZVPD basis set) of a cluster of 5 separate species, H11O5 in total.

XYZ file:
```
16
Properties=species:S:1:pos:R:3:mulliken_charge:R:1
O -2.136 -1.762 -1.223 -0.7308
H -2.278 -1.867 -2.177 0.3607
H -2.387 -2.609 -0.847 0.3507
O -0.323 1.445 0.148 -0.6636
H -0.212 2.334 -0.187 0.3048
H -0.602 1.667 1.051 0.3497
O 2.225 0.368 -1.380 -0.6847
H 2.782 0.100 -2.114 0.3410
H 2.876 0.509 -0.684 0.3525
O -0.092 1.329 2.933 -0.6450
H -0.382 1.519 3.820 0.3242
H -0.064 0.379 2.969 0.3098
O 0.231 -1.014 -0.407 -0.4360
H -0.506 -1.496 -0.876 0.5499
H -0.217 -0.175 -0.119 0.4324
H 1.086 -0.726 -0.908 0.4846
```

As for the charge: +1. As for the energy above the lowest of the compared OMol25 structures with the same formula, charge and spin: 13.4 kcal per mole. The value obtained for the calculated total energy is -382.55668 a.u. Its molar mass is 91.08 g mol⁻¹. The value obtained for the LUMO energy is -3.10 eV. The HOMO-LUMO gap is 12.265 eV.


The following is a DFT calculation (ωB97M-V with the def2-TZVPD basis set) of the molecule C16H23NO4.

XYZ file:
```
44
Properties=species:S:1:pos:R:3:mulliken_charge:R:1
C -2.480 -2.729 -1.253 -0.9630
C -2.110 -3.122 0.173 -0.6541
C -0.852 -2.421 0.687 0.1559
C 0.421 -2.866 -0.032 -0.7325
C 1.652 -2.120 0.475 -0.9694
O 1.519 -0.766 0.081 -0.3005
C 2.531 0.122 0.309 1.0108
C 3.684 -0.225 1.007 -0.7072
C 4.695 0.696 1.220 -0.5338
C 4.575 1.985 0.737 -0.7542
C 3.433 2.337 0.046 -0.7208
C 2.397 1.434 -0.183 0.0962
C 1.235 1.995 -0.946 0.7952
O 1.250 3.141 -1.363 -0.7284
N 0.180 1.178 -1.153 0.1230
C -1.010 1.642 -1.824 -1.1194
C -1.994 2.321 -0.865 -0.7152
C -2.470 1.367 0.239 0.6286
C -3.482 2.071 1.103 0.0749
O -4.675 1.957 1.018 -0.5752
O -2.898 2.886 1.989 -0.4433
H -2.587 -1.649 -1.336 0.0519
H -1.725 -3.056 -1.963 0.3321
H -3.426 -3.186 -1.534 0.3950
H -2.940 -2.866 0.834 0.3604
H -1.967 -4.203 0.225 0.3537
H -0.743 -2.630 1.754 0.3135
H -0.972 -1.342 0.573 -0.3385
H 0.331 -2.681 -1.103 0.2409
H 0.576 -3.935 0.120 0.4526
H 2.560 -2.552 0.032 0.5140
H 1.718 -2.193 1.569 0.4930
H 3.802 -1.224 1.396 0.3666
H 5.577 0.394 1.766 0.4010
H 5.360 2.707 0.898 0.3975
H 3.304 3.335 -0.345 0.4814
H 0.197 0.246 -0.773 0.2269
H -1.485 0.793 -2.320 0.4256
H -0.700 2.374 -2.575 0.3988
H -2.853 2.677 -1.436 0.3843
H -1.499 3.180 -0.410 0.3851
H -1.621 1.075 0.858 0.1266
H -2.942 0.487 -0.201 -0.0744
H -3.565 3.363 2.507 0.3444
```

As for the charge: 0. As for the energy above the lowest of the compared OMol25 structures with the same formula, charge and spin: 3.7 kcal per mole. The value obtained for the calculated total energy is -979.24603 a.u. Its molar mass is 293.36 g mol⁻¹. The value obtained for the LUMO energy is 0.67 eV. The HOMO-LUMO gap is 9.609 eV.


The following is a DFT calculation (ωB97M-V with the def2-TZVPD basis set) of the molecule C5H8O2.

XYZ file:
```
15
Properties=species:S:1:pos:R:3:mulliken_charge:R:1
C 1.879 -0.119 0.673 -1.4663
C 0.621 0.142 -0.060 1.1067
C -0.031 -0.783 -0.952 -0.8026
C -0.776 -0.085 0.429 0.1489
O -1.478 -1.238 0.753 -0.5401
C -1.115 1.311 -0.110 -0.3408
O 0.278 1.463 -0.466 -0.4620
H 2.746 -0.122 0.010 0.3545
H 1.783 -1.098 1.155 0.3196
H 1.982 0.643 1.446 0.3355
H -0.571 -0.495 -1.837 0.3255
H 0.222 -1.851 -0.881 0.2324
H -2.340 -1.199 0.330 0.3319
H -1.780 1.249 -0.983 0.2030
H -1.420 2.183 0.491 0.2538
```

As for the charge: 0. As for the energy above the lowest of the compared OMol25 structures with the same formula, charge and spin: 102.7 kcal per mole. The value obtained for the calculated total energy is -345.64134 a.u. Its molar mass is 100.12 g mol⁻¹. The value obtained for the LUMO energy is 0.71 eV. The HOMO-LUMO gap is 8.526 eV.